The following is a DFT calculation (ωB97M-V/def2-TZVPD) of a structure of composition C37H28MgN9O4S.

Geometry as XYZ:
```
80
Properties=species:S:1:pos:R:3:forces:R:3
Mg 0.3413 0.1787 0.4773 0.3152 -0.1937 -0.1655
C -0.9738 -5.0286 -1.1827 -0.0181 0.0486 -0.0063
C -1.1264 -4.4343 0.0644 -0.0023 0.0283 0.0202
C -1.2117 -3.0559 0.1870 -0.0195 -0.1163 0.0208
C -1.1529 -2.2355 -0.9428 0.1703 0.2291 -0.0098
C -0.9873 -2.8400 -2.1925 -0.0112 -0.0594 -0.0329
C -0.9029 -4.2194 -2.3098 0.0026 0.0240 0.0085
N -1.1123 -0.8479 -0.7563 -0.1656 0.1250 0.0271
C -1.9114 -0.0213 -1.4255 -0.0253 -0.0102 -0.1321
C -2.9583 -0.4078 -2.3348 0.1361 0.0175 0.1280
C -3.7274 0.5262 -2.9639 -0.0937 0.0865 -0.0651
C -3.5569 1.9187 -2.7691 -0.0008 -0.1050 -0.0081
C -2.6015 2.3346 -1.8858 -0.0022 0.0402 -0.0119
C -1.7983 1.4004 -1.2137 0.2508 0.0007 0.2717
N -0.8500 1.7569 -0.2792 -0.2377 -0.0247 -0.2997
N -0.7281 2.9418 0.1077 0.2961 0.0954 0.3353
C 0.2939 3.0622 1.1076 -0.2541 -0.0642 -0.3583
C 0.4015 4.2889 1.7410 0.0203 0.0896 0.0287
C 1.3535 4.4352 2.7301 0.0007 0.0741 0.0311
C 2.1681 3.3595 3.0515 -0.0049 -0.0202 -0.0330
C 1.9902 2.1753 2.3582 0.0467 -0.0404 -0.0742
N 1.0766 2.0239 1.4063 -0.2381 0.1660 0.0411
H -0.9060 -6.1052 -1.2742 0.0108 -0.0098 -0.0010
H -1.1699 -5.0480 0.9565 -0.0015 -0.0110 -0.0012
H -1.3061 -2.5849 1.1587 -0.0040 0.0094 -0.0041
H -0.8911 -2.2125 -3.0697 -0.0830 -0.0590 0.0485
H -0.7626 -4.6614 -3.2894 0.0048 -0.0070 -0.0011
H -3.1419 -1.4588 -2.5046 -0.0010 -0.0165 -0.0041
H -4.5068 0.1855 -3.6377 0.0051 -0.0035 0.0012
H -4.1760 2.6273 -3.3018 -0.0040 0.0019 -0.0020
H -2.4278 3.3836 -1.6836 -0.0031 -0.0030 0.0005
H -0.2585 5.0907 1.4423 0.0018 -0.0024 0.0064
H 1.4610 5.3812 3.2459 0.0080 -0.0091 0.0035
H 2.9282 3.4319 3.8160 0.0058 -0.0009 0.0040
H 2.6123 1.3108 2.5576 -0.0083 -0.0148 0.0285
N 1.1964 3.0550 -3.1297 0.0836 0.1301 -0.0008
C 1.8332 2.2226 -2.2444 -0.1966 -0.4234 0.0019
S 2.9747 2.8646 -1.1634 -0.0593 -0.0022 0.0073
N 1.4894 0.9435 -2.4122 -0.0469 0.2664 0.2729
N 1.6530 0.1330 -1.3428 0.2479 -0.1117 -0.3108
C 2.0685 -1.0701 -1.5640 -0.0479 -0.0510 0.2698
C 2.5113 -1.5601 -2.8962 -0.0033 -0.0150 -0.0234
C 3.7975 -2.0591 -3.0713 0.0547 0.0322 -0.0220
C 4.2203 -2.5215 -4.3109 -0.0236 -0.0024 0.0121
C 3.3540 -2.4934 -5.3928 -0.0434 0.0248 0.0259
C 2.0688 -1.9885 -5.2286 0.0286 -0.0110 0.0025
C 1.6533 -1.5185 -3.9936 0.0347 -0.0009 0.0020
C 2.0846 -1.9870 -0.3915 -0.0172 0.1604 -0.1478
C 2.4252 -3.3313 -0.5071 0.0288 -0.0423 -0.0149
C 2.4247 -4.1254 0.6244 0.0293 -0.0740 -0.0202
C 2.0760 -3.5773 1.8468 0.0061 0.0201 -0.0216
C 1.6942 -2.2475 1.8762 -0.0459 0.1110 -0.0118
N 1.7045 -1.4704 0.7919 -0.0477 -0.1883 -0.1483
H 1.6453 3.9320 -3.3232 0.0019 -0.0164 -0.0177
H 0.6712 2.6087 -3.8632 -0.0015 -0.0095 -0.0245
H 4.4813 -2.0695 -2.2307 -0.0025 -0.0070 0.0106
H 5.2285 -2.8986 -4.4294 0.0036 0.0014 -0.0005
H 3.6791 -2.8524 -6.3611 -0.0001 -0.0039 -0.0067
H 1.3893 -1.9504 -6.0709 -0.0004 -0.0035 -0.0121
H 0.6659 -1.0975 -3.8694 0.0683 0.0496 -0.0281
H 2.6556 -3.7473 -1.4761 0.0163 -0.0048 0.0003
H 2.6772 -5.1758 0.5431 -0.0011 0.0030 0.0043
H 2.0489 -4.1676 2.7516 0.0014 0.0002 0.0091
H 1.3135 -1.7895 2.7831 0.0073 -0.0079 0.0199
O -0.1913 -0.8763 4.2145 0.0098 -0.0023 0.0182
C -0.7162 -0.1086 3.4068 0.0926 0.1612 0.0141
O -0.5960 -0.1240 2.1454 -0.2424 -0.2803 0.3129
C -1.5834 1.0230 3.9393 -0.0477 0.0194 0.0385
C -2.4121 1.7387 3.0818 -0.0244 0.0764 -0.0151
C -3.1786 2.7913 3.5594 0.0569 -0.0900 -0.0878
C -3.0809 3.1098 4.8995 -0.3111 0.2636 0.1946
C -2.2670 2.4208 5.7795 0.0711 -0.0868 0.0121
C -1.5207 1.3637 5.2866 -0.0310 0.0063 0.0127
N -3.8873 4.2430 5.4219 0.5085 -0.0786 -0.2324
O -4.6118 4.8292 4.6430 -0.1377 -0.0248 0.0529
O -3.7408 4.5506 6.5894 -0.1403 -0.0299 0.0588
H -2.4478 1.4663 2.0355 0.0212 -0.0080 0.0036
H -3.8281 3.3614 2.9120 -0.0010 -0.0067 0.0060
H -2.2285 2.7145 6.8178 -0.0025 -0.0036 -0.0069
H -0.8753 0.7839 5.9321 0.0063 -0.0048 -0.0047
```
Forces are in eV/Å.

Computed properties:
Total charge ... -1

Atom-resolved charges from Mulliken, all expressed in e: atom 1 (Mg): 0.951, atom 2 (C): -0.694, atom 3 (C): -0.662, atom 4 (C): -0.344, atom 5 (C): -0.454, atom 6 (C): 0.502, atom 7 (C): -1.105, atom 8 (N): 0.489, atom 9 (C): 0.766, atom 10 (C): -1.471, atom 11 (C): -0.600, atom 12 (C): -0.789, atom 13 (C): -0.656, atom 14 (C): 0.047, atom 15 (N): 2.779, atom 16 (N): -1.584, atom 17 (C): -0.324, atom 18 (C): -0.580, atom 19 (C): -0.486, atom 20 (C): -0.892, atom 21 (C): -0.573, atom 22 (N): 0.169, atom 23 (H): 0.392, atom 24 (H): 0.434, atom 25 (H): 0.375, atom 26 (H): 0.603, atom 27 (H): 0.381, atom 28 (H): 0.510, atom 29 (H): 0.390, atom 30 (H): 0.406, atom 31 (H): 0.448, atom 32 (H): 0.547, atom 33 (H): 0.416, atom 34 (H): 0.439, atom 35 (H): 0.459, atom 36 (N): -0.353, atom 37 (C): -0.025, atom 38 (S): -0.520, atom 39 (N): -0.881, atom 40 (N): 1.123, atom 41 (C): 0.237, atom 42 (C): -0.562, atom 43 (C): 0.006, atom 44 (C): -0.837, atom 45 (C): -0.430, atom 46 (C): -0.995, atom 47 (C): 0.038, atom 48 (C): 1.111, atom 49 (C): -0.858, atom 50 (C): -0.656, atom 51 (C): -0.995, atom 52 (C): -0.133, atom 53 (N): -0.097, atom 54 (H): 0.217, atom 55 (H): 0.218, atom 56 (H): 0.514, atom 57 (H): 0.387, atom 58 (H): 0.392, atom 59 (H): 0.404, atom 60 (H): 0.504, atom 61 (H): 0.490, atom 62 (H): 0.393, atom 63 (H): 0.448, atom 64 (H): 0.390, atom 65 (O): -0.803, atom 66 (C): -0.283, atom 67 (O): 0.048, atom 68 (C): 0.138, atom 69 (C): -0.104, atom 70 (C): -0.616, atom 71 (C): 0.131, atom 72 (C): -0.555, atom 73 (C): -0.442, atom 74 (N): 1.021, atom 75 (O): -0.624, atom 76 (O): -0.639, atom 77 (H): 0.439, atom 78 (H): 0.495, atom 79 (H): 0.475, atom 80 (H): 0.502

=====

The following is a DFT calculation (ωB97M-V/def2-TZVPD) of a cluster of 2 separate species, C10H16ClF6I2N5P2S in total in a non-equilibrium geometry.

Geometry as XYZ:
```
43
Properties=species:S:1:pos:R:3:forces:R:3
C 2.9418 2.3413 -0.4704 1.0194 -0.8158 -0.3575
C 2.5661 0.8727 -0.4554 1.3236 0.8595 -0.3715
I 4.1927 -0.4541 -0.8529 -0.3490 0.5168 0.2275
C 1.3761 0.3975 -0.2051 -0.9442 -0.4072 -0.7716
I -0.1424 1.8557 0.2598 0.2736 -0.5718 0.0097
C 0.9735 -1.0819 -0.1767 -1.7142 0.0345 0.4656
N 1.4097 -1.9465 -1.2900 -1.5492 2.9401 0.2047
C 1.8717 -2.9862 -0.9714 2.8144 -2.4448 0.7139
S 2.8609 -4.0910 -0.4822 -0.5673 -0.5185 -0.2287
C 1.1403 -1.5480 1.2949 0.0884 1.7872 0.6355
N -0.1540 -2.1445 1.6714 0.0420 0.1208 1.4637
P -0.5305 -2.3044 3.3522 -1.4575 -2.3038 0.2105
N -1.4368 -3.5691 3.5664 0.0657 1.0292 -0.4906
C -1.1224 -1.5703 0.8648 2.6114 -1.0563 0.1229
N -2.3802 -1.4888 1.1618 -1.1005 -0.0225 -0.6112
C -3.3689 -0.8739 0.2705 -0.6698 1.3024 0.4876
C -3.9883 0.3934 0.9700 -0.2819 -1.3852 -0.6522
C -5.3163 -0.0145 1.6332 0.9575 0.3927 0.0925
Cl -6.1496 1.4727 2.1829 -0.0691 -0.5362 -0.0670
N -0.5013 -1.1977 -0.2358 -1.0711 1.1489 -1.0118
H 3.2348 2.6490 0.5400 -0.3383 0.1058 -0.0780
H 3.8374 2.4356 -1.0927 -0.2215 0.2126 0.0623
H 2.1850 2.9683 -0.9405 -0.0057 -0.0535 0.2383
H 1.1341 -0.5873 1.8395 0.4017 -0.1711 -0.1748
H 2.0669 -2.0167 1.6235 -0.3578 -0.7632 -0.4699
H 0.6599 -2.4224 4.1043 0.1607 0.8101 -0.5016
H -1.2208 -1.1156 3.7235 0.8120 0.1580 -0.0288
H -1.5635 -4.0244 2.6651 -0.0777 -0.4168 0.3197
H -2.7143 -1.8645 2.0455 0.1776 -0.2132 -0.1246
H -2.9456 -0.5211 -0.6696 0.3909 -0.3778 0.1919
H -4.1660 -1.5756 0.0065 0.3063 -0.1553 0.1482
H -4.1675 1.1223 0.1763 -0.0216 0.1480 0.3430
H -3.2573 0.7609 1.6932 -0.2325 0.2767 -0.1207
H -5.9154 -0.6001 0.9337 -0.2789 0.4308 0.0905
H -5.1069 -0.6513 2.4991 -0.2449 0.2028 0.0232
H -0.9923 -0.6447 -0.9244 0.1736 -0.1160 -0.1479
F 3.5737 4.0588 -5.8473 -0.9511 -0.5193 -0.6824
P 3.5258 3.4334 -4.3359 0.2475 0.2839 -0.8563
F 2.3770 3.7924 -3.2041 0.0365 1.0305 0.7609
F 4.4271 2.2045 -4.9429 0.1770 0.0198 -1.0430
F 4.0819 4.9522 -4.0758 0.6288 0.0773 1.0380
F 4.4795 3.0133 -3.0636 -0.4167 -0.0100 1.4535
F 2.2247 2.5707 -4.8410 0.2118 -1.0301 -0.5134
```
Forces are in eV/Å.

Atom-resolved charges from Mulliken, all expressed in e: atom 1 (C): -1.285, atom 2 (C): 0.177, atom 3 (I): 0.103, atom 4 (C): -0.980, atom 5 (I): 0.103, atom 6 (C): 1.322, atom 7 (N): -0.457, atom 8 (C): 0.401, atom 9 (S): -0.281, atom 10 (C): -1.317, atom 11 (N): 0.060, atom 12 (P): 0.304, atom 13 (N): -0.726, atom 14 (C): 0.371, atom 15 (N): -0.068, atom 16 (C): -0.726, atom 17 (C): -0.639, atom 18 (C): -0.488, atom 19 (Cl): -0.183, atom 20 (N): -0.268, atom 21 (H): 0.310, atom 22 (H): 0.301, atom 23 (H): 0.579, atom 24 (H): 0.607, atom 25 (H): 0.657, atom 26 (H): 0.117, atom 27 (H): 0.127, atom 28 (H): 0.290, atom 29 (H): 0.266, atom 30 (H): 0.253, atom 31 (H): 0.473, atom 32 (H): 0.369, atom 33 (H): 0.328, atom 34 (H): 0.351, atom 35 (H): 0.316, atom 36 (H): 0.232, atom 37 (F): -0.321, atom 38 (P): 0.998, atom 39 (F): -0.319, atom 40 (F): -0.346, atom 41 (F): -0.339, atom 42 (F): -0.337, atom 43 (F): -0.338

=====

Looking at energy relative to the best compared isomer or geometry (same formula, charge and spin) for the records above, in order, we have 0.0; 0.0 kJ/mol.
Looking at energy for the records above, in order, we have -2818.98471; -3400.08547 Ha.